Record 1
Computed, not measured: C26H19N4O6PtS as an isolated structure, with wB97M-V/def2-TZVPD.

As for the energy above the lowest of the compared OMol25 structures with the same formula, charge and spin: 0.0 kcal per mole. The value obtained for the gap between HOMO and LUMO (spin up / spin down) is 6.38 / 6.19 eV. As for the multiplicity: 5. Its total charge is +1. For the max |F|, the calculation gives 0.127 eV Å⁻¹.

The geometry in XYZ format:
```
57
Properties=species:S:1:pos:R:3:nbo_charge:R:1
Pt 0.80 0.22 1.65 1.1703
O -2.75 1.73 2.92 -0.5124
C -2.12 0.79 2.50 0.6342
N -1.13 0.92 1.48 -0.6454
C -1.32 1.74 0.42 0.3048
C -2.57 2.31 0.08 -0.2268
C -2.67 3.11 -1.02 -0.1850
C -1.54 3.40 -1.82 -0.1291
C -0.31 2.86 -1.54 -0.2628
C -0.17 2.01 -0.43 0.1762
N 0.99 1.41 -0.05 -0.6406
C 2.24 1.49 -0.58 0.6331
O 2.59 2.11 -1.56 -0.5630
C 3.25 0.66 0.21 0.1168
C 4.56 0.61 -0.22 -0.1939
C 5.47 -0.15 0.49 -0.1222
C 5.05 -0.84 1.61 -0.2242
C 3.73 -0.74 2.00 0.0714
N 2.85 -0.01 1.32 -0.4952
C -2.22 -0.55 3.10 0.0299
C -2.41 -0.70 4.46 -0.1520
C -2.22 -1.92 5.08 -0.2034
C -1.74 -3.00 4.30 -0.2281
C -1.58 -2.89 2.96 0.0127
N -1.93 -1.69 2.32 -0.4303
H -3.44 2.09 0.68 0.2523
H -3.63 3.53 -1.28 0.2349
H -1.65 4.05 -2.67 0.2298
H 0.56 3.07 -2.15 0.2606
H 4.82 1.17 -1.11 0.2653
H 6.50 -0.21 0.16 0.2433
H 5.73 -1.45 2.19 0.2482
H 3.35 -1.26 2.87 0.2259
H -2.67 0.19 5.02 0.2559
H -2.37 -2.03 6.14 0.2359
H -1.49 -3.95 4.76 0.2447
H -1.26 -3.70 2.32 0.2371
O -2.98 -0.84 0.47 -0.5366
C -2.27 -1.64 0.99 0.8947
C -0.18 1.19 -4.98 -0.6453
C -0.21 0.24 -3.82 0.0544
C -1.42 -0.19 -3.28 -0.2063
C -1.46 -1.06 -2.20 -0.1838
C -0.26 -1.49 -1.66 -0.3346
C 0.97 -1.09 -2.19 -0.1935
C 0.98 -0.23 -3.26 -0.2113
S -0.18 -2.56 -0.28 2.4025
O 0.22 -3.87 -0.61 -0.8532
O -1.69 -2.67 0.23 -0.7220
O 0.59 -1.89 0.76 -0.9859
H -1.15 1.66 -5.14 0.2249
H 0.09 0.66 -5.90 0.2425
H 0.57 1.97 -4.82 0.2308
H -2.35 0.16 -3.71 0.2299
H -2.41 -1.38 -1.79 0.2569
H 1.89 -1.45 -1.76 0.2319
H 1.93 0.10 -3.67 0.2352
```



Record 2
Computed, not measured: C26H20BBrClCoIN8O4 as an isolated structure in a non-equilibrium geometry, with wB97M-V/def2-TZVPD.

As for the energy above the lowest of the compared OMol25 structures with the same formula, charge and spin: 8.9 kcal per mole. The value obtained for the gap between HOMO and LUMO is 7.60 eV. Its total charge is +1. For the max |F|, the calculation gives 1.152 eV Å⁻¹.

The geometry in XYZ format:
```
63
Properties=species:S:1:pos:R:3:nbo_charge:R:1
Co 0.10 -0.10 -0.51 1.1319
C -0.58 3.93 -0.76 -0.3155
C 0.10 2.86 -0.20 0.0137
N -0.22 1.74 -0.84 -0.2852
N -1.10 2.06 -1.82 -0.3068
C -1.33 3.38 -1.78 0.0300
B -1.54 0.97 -2.82 0.5237
N -0.25 0.26 -3.25 -0.3098
C 0.35 0.12 -4.45 0.0416
C 1.58 -0.49 -4.26 -0.3281
C 1.68 -0.69 -2.89 0.0203
N 0.56 -0.25 -2.31 -0.2646
N -2.34 -0.07 -2.01 -0.3035
C -3.54 -0.62 -2.16 0.0315
C -3.72 -1.56 -1.16 -0.3168
C -2.55 -1.52 -0.42 -0.0110
N -1.71 -0.62 -0.95 -0.3400
H -0.53 4.97 -0.46 0.2550
H 0.81 2.85 0.61 0.2344
H -1.99 3.84 -2.50 0.2428
H -2.16 1.40 -3.74 -0.0001
H -0.14 0.47 -5.34 0.2398
H 2.31 -0.74 -5.01 0.2540
H 2.48 -1.10 -2.29 0.2476
H -4.19 -0.31 -2.96 0.2425
H -4.58 -2.18 -0.98 0.2545
H -2.29 -2.07 0.47 0.2275
O 3.75 0.77 3.97 -0.6597
C 2.53 0.99 4.42 0.7809
O 2.31 1.34 5.54 -0.5513
C 1.37 0.81 3.45 -0.2578
C 0.05 0.92 3.83 0.1882
Cl -0.51 1.20 5.40 0.1603
N -0.75 0.79 2.73 -0.1750
N 0.03 0.51 1.64 -0.3073
C 1.29 0.53 2.08 0.0604
C 2.36 0.31 1.06 0.7746
O 3.55 0.29 1.33 -0.6145
O 1.89 0.02 -0.10 -0.7114
C -2.17 1.02 2.60 0.1831
C -2.69 1.20 1.32 -0.2797
C -4.03 1.48 1.13 -0.1333
C -4.88 1.59 2.21 -0.2111
C -4.37 1.43 3.48 -0.1837
C -3.03 1.15 3.69 -0.2429
H 3.77 0.54 3.01 0.5106
H -2.03 1.15 0.48 0.2201
H -4.40 1.61 0.12 0.2110
H -5.93 1.81 2.06 0.2290
H -5.02 1.51 4.35 0.2311
H -2.69 1.03 4.70 0.2431
Br 1.61 -4.36 -3.00 0.1068
C 2.86 -3.79 -1.71 -0.1770
C 4.21 -3.99 -1.96 -0.2264
C 5.16 -3.58 -1.04 -0.1697
C 4.78 -2.96 0.14 -0.1791
C 3.43 -2.76 0.40 -0.2514
C 2.48 -3.16 -0.52 -0.0981
I 0.47 -2.82 -0.09 0.3666
H 4.50 -4.48 -2.88 0.2437
H 6.21 -3.75 -1.25 0.2364
H 5.51 -2.63 0.85 0.2394
H 3.13 -2.28 1.32 0.2345
```



Record 3
Computed, not measured: C26H20Br2F6N4O3Os as an isolated structure, with wB97M-V/def2-TZVPD.

The value obtained for the gap between HOMO and LUMO (spin up / spin down) is 7.50 / 4.41 eV. As for the multiplicity: 5. Its total charge is +2. For the max |F|, the calculation gives 0.962 eV Å⁻¹.

The geometry in XYZ format:
```
62
Properties=species:S:1:pos:R:3:lowdin_charge:R:1
Os -0.36 1.98 0.22 1.3873
Br -2.61 -2.92 -0.23 1.0299
C -2.94 -1.55 0.98 -0.5389
C -3.99 -1.64 1.88 -0.1399
C -4.24 -0.63 2.78 -0.5821
Br -5.66 -0.83 3.97 0.9416
C -3.44 0.56 2.82 -0.1634
C -3.63 1.62 3.72 0.0134
C -2.79 2.71 3.66 0.0074
C -1.79 2.75 2.70 -0.0709
N -1.58 1.76 1.83 -0.0818
C -2.39 0.67 1.89 -0.1250
C -2.09 -0.40 0.94 -0.3758
O -1.12 -0.29 0.17 -0.0645
H -4.62 -2.52 1.87 0.1125
H -4.42 1.57 4.45 0.0980
H -2.91 3.54 4.33 0.1298
H -1.13 3.61 2.60 0.1238
C -2.76 3.79 -2.70 0.0435
C -1.72 2.81 -2.17 -0.4416
O -1.89 2.61 -0.81 -0.2696
C -1.87 1.46 -2.92 -0.5706
F -2.97 0.84 -2.50 0.1779
F -1.95 1.61 -4.24 0.1832
F -0.83 0.63 -2.67 0.1171
C -0.31 3.39 -2.43 -0.5179
F 0.64 2.64 -1.65 -0.0604
F 0.13 3.29 -3.66 0.2259
F -0.18 4.62 -2.00 0.2055
H -3.75 3.34 -2.58 0.1109
H -2.60 4.03 -3.75 0.1115
H -2.72 4.70 -2.11 0.1066
C -0.48 -3.94 -2.07 -0.1018
C 0.84 -3.47 -1.59 -0.1765
C 1.28 -2.14 -1.79 0.0331
C 2.50 -1.72 -1.37 0.0408
C 3.37 -2.63 -0.70 -0.1706
N 4.58 -2.29 -0.24 0.2132
C 5.33 -1.06 -0.46 -0.4673
O 6.44 -1.14 -0.87 0.1823
N 4.65 0.09 -0.20 0.1490
C 3.58 0.25 0.73 -0.2219
C 3.62 -0.27 2.02 0.0393
C 2.53 -0.07 2.84 -0.0007
C 1.44 0.63 2.36 -0.0883
N 1.40 1.13 1.12 -0.1033
C 2.46 0.95 0.33 -0.0671
C 2.94 -3.98 -0.50 0.0461
C 1.71 -4.38 -0.93 0.0203
H -1.03 -3.15 -2.58 0.0740
H -1.07 -4.31 -1.23 -0.0118
H -0.36 -4.79 -2.74 0.1180
H 0.62 -1.45 -2.30 0.1223
H 2.84 -0.72 -1.58 0.1113
H 5.20 -3.05 0.03 0.1775
H 5.17 0.92 -0.45 0.1806
H 4.50 -0.79 2.37 0.1384
H 2.52 -0.45 3.85 0.1274
H 0.56 0.78 2.98 0.1145
H 2.40 1.36 -0.67 0.1203
H 3.60 -4.68 0.01 0.1366
H 1.39 -5.40 -0.78 0.1411
```



Record 4
Computed, not measured: a 2-piece molecular cluster, C26H20F4O4 overall in a non-equilibrium geometry, with wB97M-V/def2-TZVPD.

As for the energy above the lowest of the compared OMol25 structures with the same formula, charge and spin: 9.5 kcal per mole. The value obtained for the gap between HOMO and LUMO is 3.47 eV. For the max |F|, the calculation gives 1.880 eV Å⁻¹.

The geometry in XYZ format:
```
54
Properties=species:S:1:pos:R:3:nbo_charge:R:1
F 2.64 -4.56 0.29 -0.3185
C 2.62 -3.25 0.73 0.3881
C 2.97 -3.01 2.06 -0.2824
C 3.01 -1.67 2.43 0.4041
F 3.36 -1.38 3.74 -0.3211
C 2.74 -0.63 1.57 -0.2291
C 2.25 -0.89 0.24 -0.1083
C 1.83 0.19 -0.60 0.0404
C 1.99 0.18 -2.03 -0.0815
C 2.66 1.26 -2.66 -0.2083
C 2.94 1.21 -4.01 0.4024
F 3.57 2.28 -4.60 -0.3169
C 2.60 0.12 -4.82 -0.2802
C 1.90 -0.91 -4.20 0.3906
F 1.54 -2.00 -4.95 -0.3186
C 1.54 -0.89 -2.86 -0.1801
C 2.30 -2.25 -0.18 -0.1904
H 3.23 -3.81 2.74 0.2615
H 2.92 0.40 1.89 0.2491
H 1.83 1.19 -0.15 0.2232
H 2.97 2.11 -2.05 0.2408
H 2.86 0.08 -5.87 0.2600
H 0.92 -1.68 -2.44 0.2341
H 2.11 -2.51 -1.21 0.2329
C -3.05 -1.35 0.19 -0.6699
C -3.39 -0.51 -1.02 0.5267
C -4.42 -1.22 -1.92 -0.6251
O -3.99 0.74 -0.62 -0.5212
C -3.13 1.57 0.08 0.7452
O -3.63 2.49 0.71 -0.6001
C -1.69 1.34 -0.11 -0.2932
C -0.87 2.37 0.55 -0.4595
C -0.75 2.03 2.04 0.1015
C 0.37 1.30 2.41 -0.2558
C 0.52 0.82 3.71 -0.2116
C -0.47 1.08 4.65 -0.2270
C -1.60 1.82 4.29 -0.2026
C -1.75 2.29 2.98 -0.2370
C -1.45 0.84 -1.44 0.7328
O -0.66 1.32 -2.24 -0.6236
O -2.24 -0.22 -1.84 -0.5342
H -2.34 -0.83 0.85 0.2396
H -3.97 -1.56 0.75 0.2263
H -2.61 -2.30 -0.14 0.2178
H -4.66 -0.59 -2.78 0.2322
H -3.99 -2.16 -2.28 0.2175
H -5.33 -1.42 -1.36 0.2233
H 0.11 2.38 0.08 0.2062
H -1.39 3.34 0.45 0.2396
H 1.09 1.07 1.63 0.1731
H 1.41 0.24 3.96 0.2084
H -0.36 0.70 5.66 0.2128
H -2.39 2.03 5.02 0.2155
H -2.64 2.83 2.67 0.2506
```